{"formula": "C20H40Br20", "method": "wB97M-V/def2-TZVPD", "symbols": ["Br", "C", "C", "Br", "H", "H", "H", "H", "Br", "C", "C", "Br", "H", "H", "H", "H", "Br", "C", "C", "Br", "H", "H", "H", "H", "Br", "C", "C", "Br", "H", "H", "H", "H", "Br", "C", "C", "Br", "H", "H", "H", "H", "Br", "C", "C", "Br", "H", "H", "H", "H", "Br", "C", "C", "Br", "H", "H", "H", "H", "Br", "C", "C", "Br", "H", "H", "H", "H", "Br", "C", "C", "Br", "H", "H", "H", "H", "Br", "C", "C", "Br", "H", "H", "H", "H"], "coordinates": [[-11.64274, -7.46818, -19.71373], [-11.87597, -5.82038, -20.74090], [-12.65736, -6.08071, -22.01575], [-12.66992, -4.44744, -23.11627], [-10.86959, -5.55753, -21.04696], [-12.35769, -5.09257, -20.10096], [-13.69928, -6.37678, -21.89502], [-12.29598, -6.91706, -22.61511], [-9.77594, -9.42234, -15.64242], [-8.36560, -8.48127, -16.69058], [-8.32286, -9.05673, -18.09434], [-7.80005, -10.99190, -17.97578], [-7.43385, -8.49847, -16.13831], [-8.69537, -7.44835, -16.80514], [-7.56833, -8.48856, -18.63756], [-9.25774, -8.91909, -18.62755], [-4.42037, -7.75150, -19.89854], [-4.29096, -9.69114, -20.21833], [-4.11560, -9.90544, -21.69646], [-3.24457, -11.62320, -22.06396], [-5.19050, -10.19569, -19.87085], [-3.41328, -10.01958, -19.67387], [-3.35407, -9.22794, -22.07902], [-4.98112, -9.78340, -22.33855], [-8.68788, -13.93095, -21.74411], [-6.83133, -13.97514, -21.07176], [-6.24030, -15.35679, -21.31760], [-4.41003, -15.51215, -20.75636], [-6.87002, -13.84082, -19.99239], [-6.23585, -13.19115, -21.52267], [-6.24345, -15.57670, -22.38159], [-6.81438, -16.07246, -20.73748], [-6.93472, -6.34860, -30.60001], [-7.39202, -6.46946, -28.72106], [-8.10124, -7.80608, -28.50259], [-8.71135, -7.85545, -26.66364], [-7.93689, -5.57219, -28.43754], [-6.47068, -6.37981, -28.14568], [-7.46038, -8.65424, -28.72152], [-8.92100, -7.84946, -29.21690], [-7.65931, -8.97030, -21.47230], [-8.86251, -10.26979, -22.25975], [-9.56437, -9.57657, -23.40656], [-11.11084, -10.66507, -24.01909], [-9.52278, -10.61553, -21.46951], [-8.29038, -11.14610, -22.54919], [-8.87723, -9.45772, -24.24131], [-9.92692, -8.58473, -23.16350], [-8.94840, -5.86697, -22.91927], [-7.14359, -5.51694, -23.47726], [-7.11057, -4.89683, -24.86926], [-5.30934, -4.79598, -25.62087], [-6.58710, -6.45066, -23.44250], [-6.65918, -4.84790, -22.76678], [-7.62740, -3.94732, -24.95710], [-7.66749, -5.62513, -25.45518], [-11.31294, -10.23195, -29.43021], [-13.01735, -10.74843, -28.58154], [-12.70413, -11.15132, -27.14728], [-14.28532, -11.45948, -26.12005], [-13.48139, -11.47365, -29.24002], [-13.62589, -9.84745, -28.59977], [-12.09833, -10.40352, -26.64613], [-12.08526, -12.04781, -27.14959], [-11.32671, -12.07695, -19.98068], [-12.91536, -10.96220, -19.51781], [-13.04672, -10.68314, -18.04649], [-14.92277, -10.30205, -17.50431], [-13.75891, -11.61345, -19.74729], [-12.97926, -10.13485, -20.21562], [-12.41023, -9.91216, -17.61554], [-12.72980, -11.57741, -17.50997], [-6.40139, -12.47009, -24.20903], [-7.06129, -13.82358, -25.48395], [-8.57061, -13.78404, -25.46134], [-9.30128, -14.86188, -26.95218], [-6.71646, -14.81115, -25.18287], [-6.70793, -13.68285, -26.50311], [-8.97735, -12.78551, -25.60732], [-8.94385, -14.10239, -24.49493]], "smiles": "BrCCBr.BrCCBr.BrCCBr.BrCCBr.BrCCBr.BrCCBr.BrCCBr.BrCCBr.BrCCBr.BrCCBr", "homo_energy_ha": -0.3684, "largest_force_ha_per_bohr": 0.032, "e_lumo_ev": 0.11, "charge": 0}